(1)
Formula: C20H64N4O10
Source: the OMol25 dataset
Level of theory: ωB97M-V with the def2-TZVPD basis set

```
98
Properties=species:S:1:pos:R:3
C 3.527 -7.877 -1.283
O 3.537 -6.597 -0.752
C 3.173 -5.652 -1.811
C 3.094 -4.276 -1.100
C 2.765 -3.069 -2.015
N 4.251 -4.102 -0.263
H 3.717 -8.548 -0.445
H 4.405 -7.978 -1.921
H 2.590 -8.163 -1.760
H 3.950 -5.641 -2.575
H 2.317 -5.848 -2.456
H 2.256 -4.419 -0.418
H 2.773 -2.154 -1.423
H 1.815 -3.121 -2.548
H 3.479 -2.958 -2.831
H 4.370 -5.044 0.081
H 4.999 -4.151 -0.939
C -5.063 -2.337 3.503
O -3.840 -2.397 4.230
C -2.942 -1.333 3.942
C -1.619 -1.432 4.750
C -1.843 -1.271 6.242
N -0.715 -0.373 4.331
H -5.546 -1.368 3.630
H -5.782 -2.979 4.011
H -5.027 -2.522 2.429
H -2.647 -1.459 2.901
H -3.454 -0.396 4.158
H -1.072 -2.362 4.597
H -0.886 -1.180 6.754
H -2.265 -2.243 6.498
H -2.555 -0.471 6.448
H 0.131 -0.507 4.868
H -0.403 -0.466 3.375
C 2.660 7.249 0.139
O 2.345 6.123 -0.694
C 1.430 5.137 -0.284
C 1.519 3.887 -1.117
C 2.855 3.104 -1.073
N 1.355 4.197 -2.560
H 3.492 7.828 -0.262
H 2.995 7.054 1.157
H 1.778 7.890 0.157
H 1.563 4.892 0.770
H 0.442 5.548 -0.490
H 0.765 3.160 -0.814
H 2.861 2.182 -1.654
H 3.016 2.819 -0.033
H 3.725 3.679 -1.389
H 0.425 4.560 -2.707
H 1.950 5.009 -2.638
C -2.645 -0.203 -5.846
O -2.884 1.172 -5.755
C -2.171 1.905 -4.754
C -2.394 1.421 -3.257
C -3.817 1.727 -2.748
N -1.474 1.942 -2.276
H -3.351 -0.648 -6.547
H -2.679 -0.719 -4.887
H -1.651 -0.265 -6.289
H -1.101 1.875 -4.959
H -2.531 2.933 -4.740
H -2.306 0.335 -3.241
H -4.111 2.741 -3.019
H -3.891 1.412 -1.707
H -4.410 1.093 -3.407
H -1.486 2.937 -2.451
H -1.865 1.803 -1.355
C -0.607 -3.846 0.371
O -0.605 -4.923 -0.503
H -0.776 -4.083 1.422
H 0.398 -3.426 0.340
H -1.292 -3.158 -0.125
H -0.106 -5.589 -0.026
C -2.812 1.587 1.685
O -1.925 2.219 0.738
H -3.004 0.585 1.301
H -2.249 1.485 2.613
H -3.767 2.095 1.824
H -1.912 3.146 0.988
C 0.787 2.635 3.413
O 0.197 3.858 3.898
H 1.829 2.800 3.138
H 0.772 1.941 4.253
H 0.204 2.227 2.588
H 0.902 4.235 4.430
C 0.734 -0.074 -0.351
O 0.019 0.147 0.816
H 1.544 0.636 -0.517
H 1.134 -1.088 -0.385
H 0.051 0.103 -1.183
H -0.506 0.948 0.752
O 1.149 1.606 -3.707
H 0.423 1.426 -3.110
H 1.483 2.458 -3.427
O 1.976 -0.283 2.814
H 2.703 -0.704 2.356
H 1.359 -0.049 2.120
```

Its SMILES is COC[C@H](C)N.COC[C@H](C)N.COC[C@H](C)N.COC[C@H](C)N.CO.CO.CO.CO.O.O. As for the HOMO energy: -9.07 eV. The value obtained for the energy relative to the best compared isomer or geometry (same formula, charge and spin) is 8.0 kcal per mole. For the strongest force on any atom, the calculation gives 2.74 eV Å⁻¹.

(2)
Formula: C20H65N19O11
Source: the OMol25 dataset
Level of theory: ωB97M-V with the def2-TZVPD basis set

```
115
Properties=species:S:1:pos:R:3
C -0.756 2.171 3.601
O -2.004 2.737 3.585
C -3.129 1.884 3.743
C -4.477 2.665 3.773
C -4.703 3.765 4.855
N -5.490 1.689 3.946
H -0.510 1.587 2.714
H -0.661 1.601 4.525
H -0.070 2.990 3.818
H -3.074 1.117 2.970
H -2.967 1.374 4.692
H -4.685 3.208 2.851
H -4.764 3.296 5.837
H -5.559 4.427 4.725
H -3.874 4.472 4.885
H -5.273 0.852 3.425
H -6.353 1.912 3.471
C 3.813 -2.514 -1.282
O 4.323 -3.328 -0.234
C 3.799 -3.064 1.016
C 4.434 -1.801 1.674
C 5.983 -1.884 1.657
N 3.996 -1.844 3.080
H 3.418 -1.521 -1.069
H 3.108 -3.187 -1.770
H 4.512 -2.401 -2.110
H 2.716 -3.164 0.953
H 4.127 -3.887 1.651
H 4.202 -0.837 1.221
H 6.314 -1.269 2.494
H 6.409 -1.419 0.768
H 6.277 -2.925 1.789
H 4.346 -1.151 3.727
H 4.332 -2.714 3.468
C -5.166 0.939 -2.813
O -3.774 0.891 -3.065
C -3.045 1.948 -2.393
C -2.493 1.474 -1.028
C -1.503 2.326 -0.192
N -1.790 0.266 -1.366
H -5.733 1.746 -3.278
H -5.426 1.052 -1.761
H -5.569 -0.007 -3.174
H -2.256 2.259 -3.077
H -3.605 2.873 -2.249
H -3.250 1.168 -0.305
H -1.788 3.377 -0.237
H -0.494 2.327 -0.604
H -1.412 1.977 0.837
H -0.911 0.355 -1.856
H -2.417 0.065 -2.132
N -0.615 -5.960 -1.247
C 0.553 -5.525 -1.367
N 0.602 -4.334 -0.749
O 1.456 -6.169 -1.881
H -1.368 -5.307 -1.089
H -0.715 -6.763 -1.852
H 1.590 -4.125 -0.769
H -0.199 -3.744 -0.580
N 1.595 3.929 -0.405
C 0.848 5.017 -0.587
N 0.359 5.051 -1.716
O 0.671 5.858 0.273
H 1.497 3.195 -1.091
H 2.010 3.753 0.499
H 0.352 4.322 -2.415
H -0.175 5.886 -1.908
N 4.092 2.408 -2.920
C 4.595 1.849 -1.888
N 5.765 1.347 -2.177
O 4.022 1.678 -0.843
H 4.705 2.396 -3.723
H 3.118 2.673 -2.927
H 6.427 1.639 -2.882
H 6.124 0.697 -1.493
N 0.104 -0.684 0.553
C 1.110 -0.064 0.014
N 1.950 0.420 0.867
O 1.252 0.164 -1.164
H -0.037 -0.622 1.551
H -0.684 -0.915 -0.036
H 1.890 0.286 1.866
H 2.638 0.987 0.392
N 1.159 -2.507 4.038
C 0.263 -1.552 3.992
N -0.952 -1.831 4.483
O 0.443 -0.567 3.320
H 0.818 -3.285 4.585
H 2.071 -2.373 3.625
H -1.290 -2.602 5.040
H -1.750 -1.239 4.299
N 0.564 2.551 -5.382
C 1.061 2.254 -4.173
N 1.116 0.973 -3.933
O 1.547 3.072 -3.416
H 0.726 3.537 -5.524
H 0.176 1.899 -6.049
H 1.560 0.725 -3.060
H 0.824 0.366 -4.686
N -2.697 -1.205 0.860
C -2.412 -2.461 0.698
N -3.005 -3.148 1.603
O -1.909 -2.946 -0.275
H -2.988 -0.834 1.753
H -2.387 -0.624 0.094
H -3.520 -2.682 2.336
H -3.100 -4.134 1.406
N -0.067 -1.924 -3.708
C -1.183 -2.432 -4.246
N -2.061 -2.743 -3.314
O -1.434 -2.547 -5.452
H 0.656 -1.624 -4.347
H 0.033 -1.882 -2.704
H -1.928 -2.424 -2.365
H -2.998 -3.029 -3.560
```

Its SMILES is COC[C@H](C)N.COC[C@H](C)N.COC[C@H](C)N.NC(N)=O.NC(N)=O.NC(N)=O.NC(N)=O.NC(N)=O.NC(N)=O.NC(N)=O.NC(N)=O. As for the HOMO energy: -8.80 eV. The value obtained for the energy relative to the best compared isomer or geometry (same formula, charge and spin) is 133.0 kcal per mole. For the strongest force on any atom, the calculation gives 9.76 eV Å⁻¹.

(3)
Formula: C20H65O13
Source: the OMol25 dataset
Level of theory: ωB97M-V with the def2-TZVPD basis set

```
98
Properties=species:S:1:pos:R:3
C 0.889 0.911 0.576
C -0.202 0.881 -0.434
O -0.045 -0.221 -1.212
H 1.762 0.326 0.197
H 0.616 0.480 1.526
H 1.272 1.903 0.828
H -0.095 1.726 -1.062
H -1.276 0.807 -0.057
C -1.405 -3.746 1.424
C -0.667 -2.745 0.625
O -0.865 -1.531 1.227
H -1.158 -4.685 1.001
H -2.442 -3.597 1.405
H -1.123 -3.704 2.461
H -1.106 -2.683 -0.355
H 0.387 -2.998 0.540
H -0.489 -0.887 0.583
C 0.106 -3.151 4.870
C 0.550 -1.641 4.921
O 1.948 -1.579 5.211
H -0.999 -3.100 4.798
H 0.417 -3.774 5.693
H 0.422 -3.691 3.962
H -0.041 -1.188 5.740
H 0.332 -0.958 4.079
H 2.039 -1.756 6.167
C -2.102 -3.245 -4.180
C -1.178 -2.409 -3.416
O -1.760 -1.183 -3.026
H -1.566 -3.998 -4.777
H -2.684 -2.590 -4.826
H -2.907 -3.702 -3.536
H -0.370 -2.109 -4.117
H -0.776 -2.930 -2.530
H -1.095 -0.831 -2.364
C 3.883 -0.861 -1.384
C 2.939 -2.091 -1.232
O 1.854 -2.040 -2.134
H 3.352 -0.072 -0.830
H 4.023 -0.530 -2.432
H 4.864 -0.880 -0.995
H 2.630 -2.031 -0.201
H 3.501 -3.029 -1.318
H 1.117 -1.565 -1.756
C -3.209 3.036 -1.249
C -3.253 2.083 -2.466
O -4.437 2.172 -3.190
H -2.928 4.052 -1.485
H -2.576 2.633 -0.443
H -4.166 3.217 -0.642
H -3.137 1.074 -2.094
H -2.363 2.301 -3.075
H -4.374 1.569 -4.012
C 0.791 0.514 -4.495
C 1.051 1.782 -3.735
O 1.885 1.490 -2.643
H 0.607 -0.264 -3.793
H 1.643 0.253 -5.030
H -0.073 0.624 -5.175
H 0.108 2.214 -3.393
H 1.507 2.536 -4.412
H 1.446 0.737 -2.234
C -3.606 -0.414 0.092
O -4.140 -1.625 0.554
H -2.894 -0.542 -0.717
H -3.100 0.135 0.928
H -4.447 0.187 -0.333
H -4.126 -2.218 -0.172
C -2.017 0.407 3.365
O -2.774 -0.771 3.178
H -1.415 0.407 4.278
H -2.612 1.315 3.278
H -1.180 0.630 2.733
H -2.230 -1.398 2.657
C 3.192 -2.039 2.302
O 2.070 -2.915 2.189
H 2.735 -1.019 2.231
H 3.952 -2.268 1.540
H 3.582 -2.174 3.299
H 1.385 -2.521 2.751
C -1.725 3.958 1.961
O -1.317 4.180 3.263
H -2.243 4.752 1.511
H -2.316 3.046 1.932
H -0.813 3.791 1.313
H -2.159 4.402 3.744
C 4.266 1.841 0.325
O 4.816 2.978 0.932
H 4.254 0.953 0.906
H 5.013 1.632 -0.448
H 3.255 2.092 -0.016
H 5.208 3.477 0.264
C 1.525 4.294 -0.805
O 2.586 3.979 -1.783
H 1.778 3.841 0.200
H 0.562 3.836 -1.063
H 1.473 5.390 -0.546
H 2.437 3.039 -1.919
```

As for the HOMO energy: -5.59 eV. As for the total charge: -1. For the strongest force on any atom, the calculation gives 3.23 eV Å⁻¹.

(4)
Formula: C20H70HgO20
Source: the OMol25 dataset
Level of theory: ωB97M-V with the def2-TZVPD basis set

```
111
Properties=species:S:1:pos:R:3
Hg -0.102 0.099 -0.469
C -0.306 3.721 1.910
C -0.122 2.409 1.155
O 0.651 2.346 0.161
O -0.837 1.390 1.439
H 0.263 4.535 1.461
H 0.129 3.640 2.907
H -1.348 4.011 2.042
C -2.571 -3.464 -0.564
C -1.666 -2.266 -0.536
O -1.116 -1.893 -1.597
O -1.491 -1.562 0.512
H -2.085 -4.210 -1.193
H -3.563 -3.278 -0.975
H -2.811 -3.839 0.431
C 1.474 3.438 -3.461
O 2.022 2.194 -3.851
H 2.344 4.078 -3.315
H 0.851 3.948 -4.195
H 0.922 3.305 -2.530
H 2.454 2.346 -4.695
C -2.612 -2.477 3.827
O -2.928 -1.305 3.017
H -3.423 -2.795 4.482
H -2.349 -3.330 3.202
H -1.732 -2.241 4.425
H -2.278 -1.371 2.314
C 2.158 -1.897 0.807
O 1.867 -0.549 0.600
H 2.549 -2.150 1.793
H 1.280 -2.477 0.521
H 3.005 -2.253 0.222
H 2.690 -0.056 0.560
C 0.610 -4.457 -3.446
O 0.615 -4.056 -2.088
H 1.111 -3.735 -4.091
H 0.964 -5.463 -3.674
H -0.425 -4.288 -3.747
H -0.048 -3.363 -2.048
C 5.395 -0.682 0.159
O 4.394 0.217 -0.083
H 5.424 -1.578 -0.460
H 6.364 -0.253 -0.099
H 5.501 -0.909 1.220
H 4.652 0.765 -0.828
C 3.334 4.606 0.200
O 2.031 4.643 -0.525
H 4.100 5.001 -0.467
H 3.184 5.116 1.151
H 3.543 3.587 0.527
H 1.511 3.923 -0.161
C 0.082 -4.751 2.169
O -0.712 -5.840 2.589
H 1.130 -5.025 2.291
H -0.058 -4.450 1.130
H -0.069 -3.869 2.792
H -0.773 -5.809 3.546
C -2.876 4.441 -0.434
O -1.971 4.214 -1.553
H -2.531 5.335 0.084
H -3.871 4.645 -0.829
H -3.078 3.611 0.244
H -1.680 5.047 -1.931
C -2.285 1.243 -2.945
O -1.339 1.554 -1.907
H -1.841 1.637 -3.859
H -2.401 0.170 -3.094
H -3.245 1.725 -2.758
H -1.440 2.504 -1.814
C -0.135 -0.132 -5.536
O -0.184 -1.315 -6.291
H -0.334 -0.458 -4.515
H 0.838 0.359 -5.541
H -0.852 0.586 -5.934
H -1.046 -1.721 -6.178
C 2.053 -2.281 5.385
O 1.943 -2.414 4.018
H 2.700 -3.065 5.777
H 2.419 -1.273 5.583
H 1.044 -2.274 5.797
H 1.416 -1.655 3.756
C -5.324 -1.045 -2.513
O -5.750 0.229 -2.008
H -5.423 -1.096 -3.597
H -4.271 -1.149 -2.249
H -5.919 -1.814 -2.021
H -6.540 0.470 -2.497
C -3.971 0.783 0.915
O -4.927 1.576 0.279
H -3.237 0.396 0.208
H -3.559 1.408 1.707
H -4.473 -0.091 1.328
H -5.145 1.217 -0.584
C 3.177 1.765 3.094
O 4.000 2.311 4.127
H 3.794 1.954 2.216
H 3.070 0.681 3.139
H 2.236 2.313 3.042
H 4.725 1.686 4.200
C 2.068 -0.929 -2.803
O 1.386 0.141 -2.203
H 2.439 -0.603 -3.775
H 2.946 -1.230 -2.230
H 1.380 -1.768 -2.905
H 1.778 0.914 -2.616
C 0.240 0.832 4.619
O 0.355 -0.074 3.585
H -0.826 0.876 4.843
H 0.705 0.316 5.459
H 0.689 1.808 4.435
H -0.104 0.268 2.814
```

As for the HOMO energy: -8.93 eV. For the strongest force on any atom, the calculation gives 2.94 eV Å⁻¹.

Question: Which of these has the highest strongest force on any atom?
Answer: C20H65N19O11

Question: Among the records above, which one has the lowest strongest force on any atom?
Answer: C20H64N4O10

Question: What is the formula in the third record?
Answer: C20H65O13